Computed, not measured: a 4-piece molecular cluster, C40H86B2N4O19P3S overall at a distorted geometry, with the ωB97M-V functional and the def2-TZVPD basis.

Positions of all 155 atoms, in Å:
C 2.496 -2.714 2.035
C 1.190 -2.189 2.235
C -0.186 -1.286 2.241
C -0.410 -0.552 0.745
C -0.986 0.907 1.087
N -1.809 1.645 0.006
B -1.036 1.285 -1.255
N -1.400 0.151 -2.246
O 0.288 1.884 -1.659
C -1.850 3.167 0.296
C -1.804 3.577 1.887
O -3.064 3.447 2.626
O -2.800 3.324 3.913
C -2.920 3.988 -0.619
C -2.445 4.374 -2.143
C -0.978 5.012 -2.372
N -0.152 5.658 -1.493
C -3.358 5.500 -0.029
S -5.107 5.942 -0.688
C -5.989 6.777 0.785
C -5.015 7.933 1.468
O -4.258 3.423 -0.732
C -4.361 1.964 -0.785
C -4.529 1.605 -2.355
C -5.496 0.406 -2.857
C -4.890 -1.110 -2.847
C -5.514 -2.178 -1.812
C -6.759 -1.724 -0.876
B -5.849 1.773 -0.019
O -6.104 1.184 1.285
O -7.033 2.342 -0.756
C -7.592 3.496 -0.037
C -3.234 1.163 0.079
N -3.487 -0.308 -0.099
C -3.763 -0.973 1.063
O -4.034 -1.578 2.234
H 3.650 -2.945 1.852
H -0.185 -0.491 3.121
H -1.076 -2.039 2.454
H 0.689 -0.591 0.279
H -1.090 -1.310 0.178
H -0.018 1.596 1.227
H -1.606 0.816 2.103
H -1.383 0.616 -3.185
H -0.572 -0.498 -2.247
H 0.979 1.382 -1.096
H -0.768 3.538 -0.053
H -0.847 3.184 2.483
H -1.578 4.755 1.896
H -2.188 2.521 4.067
H -2.476 3.395 -2.828
H -3.218 5.109 -2.683
H -0.551 4.940 -3.487
H -0.652 5.631 -0.583
H -3.523 5.528 1.122
H -2.685 6.360 -0.445
H -6.150 5.953 1.629
H -7.005 7.277 0.487
H -5.561 8.988 1.571
H -4.009 8.077 0.847
H -4.693 7.633 2.567
H -3.507 1.483 -2.963
H -5.004 2.581 -2.866
H -6.642 0.482 -2.529
H -5.598 0.632 -4.035
H -4.943 -1.601 -3.935
H -3.720 -1.035 -2.622
H -4.655 -2.567 -1.110
H -5.873 -3.130 -2.435
H -7.287 -2.723 -0.488
H -7.619 -1.121 -1.423
H -6.371 -1.187 0.105
H -6.537 1.817 1.932
H -8.712 3.343 0.329
H -7.653 4.390 -0.827
H -6.876 3.810 0.834
H -3.529 1.344 1.226
O 4.735 -6.541 2.188
P 5.898 -6.715 3.194
O 5.859 -8.367 3.118
C 6.292 -8.989 1.920
C 7.771 -8.767 1.675
O 4.902 -6.498 4.504
C 4.038 -5.371 4.521
C 2.603 -5.837 4.351
O 7.198 -6.910 4.318
C 7.087 -7.491 5.613
C 7.118 -9.008 5.606
H 5.698 -8.632 1.075
H 6.098 -10.061 2.026
H 7.981 -7.708 1.496
H 8.107 -9.337 0.804
H 8.361 -9.070 2.545
H 4.314 -4.648 3.746
H 4.153 -4.872 5.487
H 2.481 -6.438 3.446
H 1.918 -4.985 4.300
H 2.308 -6.475 5.191
H 6.227 -7.116 6.173
H 7.967 -7.143 6.165
H 6.162 -9.422 5.276
H 7.306 -9.390 6.614
H 7.897 -9.384 4.936
O -7.294 3.993 -6.904
P -8.012 5.353 -7.088
O -6.646 6.237 -6.796
C -5.616 6.213 -7.771
C -6.057 6.861 -9.069
O -8.629 5.325 -5.547
C -9.305 4.154 -5.108
C -8.457 3.449 -4.063
O -8.815 6.871 -7.293
C -9.025 7.837 -6.268
C -7.821 8.724 -6.010
H -5.284 5.186 -7.941
H -4.768 6.766 -7.357
H -6.859 6.285 -9.538
H -5.220 6.924 -9.770
H -6.445 7.868 -8.890
H -9.534 3.489 -5.947
H -10.257 4.461 -4.665
H -7.455 3.230 -4.442
H -8.924 2.511 -3.748
H -8.326 4.089 -3.184
H -9.397 7.395 -5.340
H -9.837 8.476 -6.632
H -7.057 8.196 -5.434
H -8.114 9.604 -5.429
H -7.367 9.056 -6.948
O 10.724 -4.938 1.111
P 11.232 -5.260 2.537
O 10.884 -3.751 3.119
C 9.520 -3.394 3.269
C 8.834 -4.232 4.331
O 12.818 -5.008 2.115
C 13.323 -5.658 0.957
C 13.567 -4.627 -0.131
O 11.800 -5.620 4.131
C 12.933 -5.025 4.756
C 12.647 -3.667 5.369
H 9.001 -3.478 2.311
H 9.494 -2.341 3.563
H 8.786 -5.281 4.027
H 7.815 -3.875 4.504
H 9.387 -4.194 5.274
H 12.641 -6.443 0.612
H 14.266 -6.141 1.226
H 12.665 -4.047 -0.343
H 13.900 -5.104 -1.056
H 14.331 -3.909 0.189
H 13.807 -4.987 4.100
H 13.208 -5.706 5.568
H 12.592 -2.890 4.603
H 13.449 -3.384 6.059
H 11.699 -3.671 5.915

Results
Lowest unoccupied orbital energy: -3.61 eV
Total energy: -127762.5199 eV
Total charge: +1
2S+1: 1

Löwdin population analysis, charges in e, atoms 1 to 6: number 1, C, carries 0.08; number 2, C, carries -0.08; number 3, C, carries -0.18; number 4, C, carries -0.17; number 5, C, carries -0.10; number 6, N, carries -0.05